C33H52B2ClF21INO18Si2 as an isolated structure in a non-equilibrium geometry. Source: the OMol25 dataset; level of theory: ωB97M-V with the def2-TZVPD basis set.

Results
- E (a.u.) = -6181.76701
- Kohn-Sham gap (eV) = 9.38
- LUMO (eV) = 0.18

The geometry in XYZ format:
```
131
Properties=species:S:1:pos:R:3:lowdin_charge:R:1
C 4.8615 -3.0596 -0.9926 -0.08
C 3.7979 -3.3325 -2.1461 -0.24
O 2.6288 -2.4675 -2.1062 -0.05
B 2.3650 -1.8166 -3.3596 -0.66
O 2.3335 -2.4411 -4.6289 0.03
Si 1.9629 0.1107 -3.3018 0.68
O 3.3373 1.1402 -3.5511 -0.40
Si 4.7960 0.4703 -2.9633 0.13
Cl 5.7157 -0.8868 -4.3557 0.29
C 6.0618 1.9229 -2.7909 -0.81
I 7.9199 1.1754 -1.9217 0.78
C 5.4417 3.2052 -2.0486 -0.33
C 6.4217 3.8789 -0.9614 -0.21
B 0.9343 0.4850 -1.6881 -0.56
N 1.5308 1.0557 -0.4098 0.07
O -0.4736 0.1534 -1.7348 0.03
H 5.7186 -2.3906 -1.3492 0.06
H 4.4172 -2.5727 -0.0716 0.09
H 5.3290 -4.0750 -0.7423 0.07
H 4.2871 -3.2504 -3.1665 0.10
H 3.4185 -4.4060 -2.0002 0.13
H 2.7456 -3.3911 -4.6212 0.05
H 1.0488 0.3565 -4.4468 0.01
H 4.6415 -0.1093 -1.6316 0.02
H 6.3254 2.2557 -3.8544 0.06
H 4.4005 3.0134 -1.6125 0.10
H 5.2924 4.0184 -2.8445 0.10
H 6.5756 3.2062 -0.0495 0.05
H 7.4268 4.1749 -1.4187 0.06
H 5.9868 4.8554 -0.5428 0.07
H 0.8176 1.7382 -0.0873 0.06
H 1.5360 0.2455 0.2391 0.07
H -0.8518 0.1622 -0.8304 0.09
C -1.7068 -7.6620 -5.3033 -0.06
C -1.3452 -7.0246 -6.6304 -0.19
O -0.7140 -5.7488 -6.4286 0.03
C 0.5888 -5.7812 -6.1068 -0.37
O 1.2330 -6.7874 -5.9762 0.17
C 1.1369 -4.3623 -5.9686 -0.45
F 0.3292 -3.5756 -5.2468 0.18
F 1.2888 -3.7642 -7.1606 0.19
F 2.3658 -4.3405 -5.3627 0.13
H -2.3225 -6.9838 -4.7082 0.09
H -2.2531 -8.5922 -5.4598 0.07
H -0.8137 -7.8816 -4.7138 0.07
H -2.2519 -6.8379 -7.2064 0.13
H -0.7090 -7.6786 -7.2330 0.13
C -0.6817 6.7593 2.5579 -0.05
C -0.9215 5.2940 2.2522 -0.18
O 0.3184 4.5656 2.2296 0.03
C 0.8204 4.2196 3.4276 -0.37
O 0.3081 4.4861 4.4819 0.15
C 2.1060 3.4140 3.2527 -0.51
F 2.9436 3.9697 2.3549 0.16
F 1.8553 2.1596 2.8200 0.15
F 2.8028 3.2916 4.3955 0.16
H 0.0341 7.1847 1.8552 0.06
H -1.6132 7.3214 2.4991 0.06
H -0.2618 6.8905 3.5580 0.09
H -1.3619 5.1933 1.2596 0.12
H -1.6204 4.8433 2.9628 0.12
C 0.9019 4.7575 -4.4261 -0.05
C 1.9482 5.1056 -3.3843 -0.20
O 1.5878 6.3093 -2.6857 0.03
C 0.6789 6.1734 -1.7042 -0.37
O 0.1631 5.1330 -1.3930 0.16
C 0.4277 7.5174 -1.0236 -0.51
F 0.2545 8.5188 -1.9086 0.16
F 1.4605 7.8803 -0.2341 0.16
F -0.6674 7.5071 -0.2411 0.14
H 0.7411 5.5996 -5.1034 0.08
H 1.2117 3.8876 -5.0081 0.08
H -0.0608 4.5352 -3.9607 0.08
H 2.9022 5.2995 -3.8752 0.12
H 2.1085 4.2837 -2.6807 0.12
C -1.9111 2.5553 6.0132 -0.06
C -1.7438 2.0880 7.4455 -0.20
O -2.5395 2.8850 8.3382 0.03
C -3.8455 2.5706 8.4054 -0.38
O -4.3659 1.6913 7.7738 0.17
C -4.5562 3.4630 9.4216 -0.52
F -4.2271 4.7641 9.2829 0.15
F -4.2451 3.1205 10.6891 0.16
F -5.8944 3.3949 9.3222 0.16
H -1.6869 3.6207 5.9299 0.07
H -1.2485 1.9998 5.3472 0.08
H -2.9392 2.4180 5.6702 0.08
H -0.7055 2.2148 7.7531 0.13
H -1.9859 1.0273 7.5559 0.13
C -5.4132 -10.1038 -0.2415 -0.06
C -5.2235 -8.7213 -0.8346 -0.20
O -4.8292 -8.8074 -2.2140 0.02
C -5.8183 -9.0331 -3.0981 -0.37
O -6.9742 -9.1688 -2.8038 0.17
C -5.2646 -9.0534 -4.5217 -0.51
F -4.1429 -9.7961 -4.6288 0.14
F -4.9471 -7.8125 -4.9517 0.15
F -6.1364 -9.5553 -5.4109 0.16
H -4.5119 -10.7058 -0.3787 0.08
H -5.6373 -10.0372 0.8246 0.08
H -6.2301 -10.6361 -0.7331 0.08
H -4.4187 -8.2050 -0.3106 0.13
H -6.1231 -8.1090 -0.7285 0.13
C -4.9945 8.9401 7.0628 -0.06
C -4.2333 10.1852 6.6509 -0.20
O -3.5616 9.9814 5.3970 0.02
C -4.3218 10.1011 4.2934 -0.37
O -5.4955 10.3545 4.3014 0.17
C -3.4723 9.9062 3.0388 -0.50
F -2.6556 8.8335 3.1294 0.13
F -2.6798 10.9709 2.7991 0.16
F -4.2121 9.7277 1.9320 0.16
H -4.3285 8.0743 7.0847 0.08
H -5.4399 9.0709 8.0506 0.08
H -5.7918 8.7112 6.3526 0.08
H -3.4603 10.4027 7.3884 0.13
H -4.8869 11.0603 6.6002 0.13
C 1.4238 -8.4684 -1.9963 -0.06
C 2.4622 -9.1867 -1.1561 -0.20
O 3.2188 -8.2515 -0.3704 0.02
C 2.6305 -7.8163 0.7591 -0.37
O 1.5386 -8.1530 1.1291 0.17
C 3.5623 -6.8688 1.5129 -0.51
F 4.1278 -5.9519 0.7016 0.15
F 4.5753 -7.5314 2.1088 0.16
F 2.9327 -6.1840 2.4821 0.16
H 1.8952 -7.6968 -2.6098 0.08
H 0.9032 -9.1721 -2.6485 0.08
H 0.6839 -7.9683 -1.3677 0.08
H 3.1731 -9.6950 -1.8081 0.13
H 2.0083 -9.9487 -0.5167 0.13
```